# 1
Molecular formula: C6H14O
Method: DFT, ωB97M-V/def2-TZVPD

LUMO = 0.92 eV
HOMO-LUMO gap = 10.5505 eV
SMILES string = COCC(C)(C)C
Energy above the lowest of the compared OMol25 structures with the same formula, charge and spin = 14.8 kcal/mol

Each line ends with the Löwdin charge.
Element x y z (Å)
C -1.49501 -2.27818 -0.60503  -0.12
O -0.37630 -1.72151 0.03418  -0.20
C 0.27559 -0.69021 -0.68202  -0.20
C 0.40993 0.58024 0.16972  -0.60
C 1.35708 1.54621 -0.55000  -0.06
C -0.96437 1.23738 0.33895  -0.05
C 0.97690 0.20621 1.54293  -0.05
H -1.25323 -2.67742 -1.60140  0.09
H -2.31018 -1.54588 -0.71487  0.09
H -1.84234 -3.10332 0.02299  0.09
H -0.27439 -0.45388 -1.60654  0.13
H 1.27605 -1.04787 -0.97211  0.13
H 2.35697 1.11001 -0.66592  0.08
H 1.46276 2.47809 0.01783  0.09
H 0.98461 1.80798 -1.54895  0.08
H -1.67407 0.54567 0.80704  0.08
H -1.37496 1.55016 -0.62997  0.09
H -0.89398 2.12922 0.97363  0.08
H 0.32608 -0.52285 2.03351  0.08
H 1.05838 1.09078 2.18573  0.09
H 1.97447 -0.24082 1.45030  0.09

# 2
Molecular formula: C6H14O
Method: DFT, ωB97M-V/def2-TZVPD

LUMO = 0.96 eV
HOMO-LUMO gap = 10.6333 eV
SMILES string = CC(C)CC=O.C
Energy above the lowest of the compared OMol25 structures with the same formula, charge and spin = 29.9 kcal/mol

Each line ends with the Löwdin charge.
Element x y z (Å)
C 1.24140 -1.46323 -1.01779  -0.07
C 1.04838 -0.78336 0.34064  -0.45
C 1.10103 -1.76982 1.49168  -0.08
C -0.25563 0.01780 0.33527  -0.15
C -0.02139 1.02158 -0.76786  -0.38
O 0.80104 1.90731 -0.67239  0.03
H 2.18082 -2.02110 -1.04469  0.08
H 1.27189 -0.73502 -1.83800  0.08
H 0.41806 -2.15995 -1.22363  0.09
H 1.83855 -0.03281 0.46941  0.14
H 2.06353 -2.29011 1.49909  0.08
H 0.30414 -2.51753 1.40107  0.08
H 0.98043 -1.25415 2.45100  0.08
H -0.40892 0.51853 1.30002  0.13
H -1.12527 -0.62708 0.14016  0.13
H -0.56573 0.83912 -1.71673  0.13
C -2.18552 2.25968 -0.22855  -0.04
H -2.45583 2.35058 0.82207  0.04
H -2.50249 1.27412 -0.59509  0.04
H -2.61360 3.03011 -0.86290  0.04
H -1.11490 2.43532 -0.28280  0.00

# 3
Molecular formula: C6H14O
Method: DFT, ωB97M-V/def2-TZVPD

LUMO (spin up / spin down) = 0.16 / 0.16 eV
HOMO-LUMO gap (spin up / spin down) = 7.7049 / 7.7032 eV
Energy above the lowest of the compared OMol25 structures with the same formula, charge and spin = 117.7 kcal/mol

Each line ends with the Löwdin charge.
Element x y z (Å)
C -0.73948 -0.80266 -0.95191  -0.14
C -1.82339 -0.37441 0.01278  -0.28
C -1.66442 1.10921 0.35205  -0.23
C -0.23426 1.38504 0.78877  -0.24
C 0.78733 1.00731 -0.22233  0.07
O 1.64179 -0.92456 0.13130  -0.23
C 2.53001 -1.30308 -0.88876  -0.17
H -0.75996 -1.89259 -1.10167  0.07
H 0.64785 -0.93997 -0.30033  0.00
H -0.84005 -0.32699 -1.93451  0.06
H -2.83721 -0.54267 -0.38696  0.10
H -1.75726 -0.96782 0.93804  0.11
H -1.88574 1.71241 -0.54054  0.11
H -2.36466 1.42080 1.13403  0.11
H -0.00179 0.87198 1.73224  0.13
H -0.07938 2.46299 0.97356  0.13
H 0.58998 1.23193 -1.26246  0.09
H 1.81010 1.22008 0.07643  0.09
H 2.07329 -1.17210 -1.88692  0.09
H 2.81571 -2.35480 -0.76644  0.08
H 3.44534 -0.69893 -0.83173  0.08

# 4
Molecular formula: C6H14O2
Method: DFT, ωB97M-V/def2-TZVPD

LUMO = -3.30 eV
HOMO-LUMO gap = 3.9870 eV
Energy above the lowest of the compared OMol25 structures with the same formula, charge and spin = 136.6 kcal/mol

Each line ends with the Löwdin charge.
Element x y z (Å)
C 2.75875 -1.31906 0.56250  -0.09
C 1.73256 -1.26852 1.69080  -0.21
C 0.37481 -0.87795 1.09840  -0.29
C -0.56690 -1.85150 0.96662  0.20
C -0.84519 0.74054 -0.34348  -0.07
C 0.27873 0.43806 0.57510  0.11
H 3.77562 -1.62364 0.80537  0.08
H 2.72680 -0.38740 -0.01844  0.08
H 2.42812 -2.06210 -0.18019  0.09
H 2.01570 -0.46474 2.38138  0.12
H 1.59232 -2.22423 2.19300  0.11
H -1.52968 -1.59221 0.55918  0.09
H -0.24099 -2.83611 1.26555  0.09
H -0.77412 0.02209 -1.17149  0.12
H -1.82034 0.60888 0.13265  0.13
H 1.00771 1.17435 0.88421  0.14
H -2.34517 4.02225 -1.66499  -0.01
H -0.74502 1.72604 -0.78092  0.05
O -1.92254 3.20960 -1.40295  -0.21
H -2.28465 2.32487 -1.86905  -0.05
H -2.96947 1.22740 -3.28516  -0.07
O -2.64704 1.01339 -2.39811  -0.39

# 5
Molecular formula: C6H14O2
Method: DFT, ωB97M-V/def2-TZVPD

LUMO = 0.57 eV
HOMO-LUMO gap = 9.9147 eV
SMILES string = C=CCC(=C)C.O.O
Energy above the lowest of the compared OMol25 structures with the same formula, charge and spin = 78.8 kcal/mol

Each line ends with the Löwdin charge.
Element x y z (Å)
C 1.12877 -1.14399 1.34318  0.01
C -0.12096 -1.46169 1.67084  -0.15
C -1.48200 -0.80233 1.34412  -0.18
C -1.35240 0.30933 0.40113  -0.42
C -0.51840 1.36258 0.61946  0.04
C -2.37813 0.38255 -0.63642  -0.09
H 1.62004 -0.42607 0.84794  -0.01
H 1.88528 -1.71660 1.86942  0.06
H -0.38718 -2.34137 2.13190  0.06
H -1.67651 -0.39506 2.42200  0.16
H -2.30813 -1.54125 1.11475  0.13
H -0.63897 2.11777 -0.19110  0.07
H 0.33109 1.34397 1.36985  0.09
H -3.44213 0.13028 -0.33964  0.10
H -2.09894 -0.29760 -1.45263  0.09
H -2.67571 1.31578 -1.03519  0.06
O 2.60219 1.75725 -0.89876  -0.04
H 1.86666 2.27895 -0.57492  0.02
H 2.43666 0.93369 -1.30846  -0.02
O 1.33173 -0.67032 -2.69454  -0.06
H 0.40222 -0.51539 -2.34651  0.06
H 1.55292 -1.46123 -2.21491  0.02

# 6
Molecular formula: C6H14O2
Method: DFT, ωB97M-V/def2-TZVPD

LUMO = 0.86 eV
HOMO-LUMO gap = 11.2116 eV
SMILES string = CC(C)CC(C)(O)O
Energy above the lowest of the compared OMol25 structures with the same formula, charge and spin = 10.5 kcal/mol

Each line ends with the Löwdin charge.
Element x y z (Å)
C 0.89896 0.94583 -1.45920  -0.09
C 1.04117 -0.12701 -0.37839  -0.40
C 2.56045 -0.14794 0.12978  -0.07
C 0.17467 0.13656 0.84306  -0.09
C -1.35345 -0.34514 0.71337  -0.61
C -2.03147 -0.14068 -0.63069  -0.01
O -2.06611 0.34808 1.72296  -0.01
O -1.44754 -1.71868 1.03699  0.00
H 0.81585 1.94727 -1.02495  0.09
H 0.02343 0.76822 -2.08778  0.06
H 1.76044 0.94492 -2.13501  0.07
H 0.83668 -1.11483 -0.80462  0.13
H 2.76052 -1.10731 0.61665  0.07
H 2.78523 0.66160 0.83063  0.07
H 3.25682 -0.04931 -0.70864  0.06
H 0.58430 -0.39105 1.71372  0.12
H 0.18484 1.20375 1.09344  0.12
H -3.08634 -0.44051 -0.57988  0.09
H -2.01754 0.91092 -0.92975  0.09
H -1.57851 -0.76263 -1.40866  0.09
H -3.01261 0.27165 1.51020  0.10
H -1.08978 -1.79369 1.93677  0.10

# 7
Molecular formula: C6H14O2
Method: DFT, ωB97M-V/def2-TZVPD

LUMO = 0.64 eV
HOMO-LUMO gap = 10.3990 eV
SMILES string = CC[C@H](C)CC=O.O
Energy above the lowest of the compared OMol25 structures with the same formula, charge and spin = 72.1 kcal/mol

Each line ends with the Löwdin charge.
Element x y z (Å)
C 2.31427 -0.10465 -2.01251  -0.11
C 1.95000 0.80668 -0.78205  -0.25
C 0.43702 0.67161 -0.65761  -0.42
C 0.06742 2.05060 -0.19799  -0.13
C -0.07696 -0.51228 0.23795  -0.11
C -1.18384 -1.22102 -0.49392  -0.24
O -1.21265 -1.23967 -1.69548  0.05
H 2.02808 -1.08580 -1.60089  0.07
H 1.80887 0.06338 -2.95522  0.07
H 3.32724 0.03403 -2.32099  0.05
H 2.58670 0.34703 0.07706  0.13
H 2.28898 1.89330 -0.94874  0.11
H 0.04036 0.36853 -1.74429  0.15
H 0.27764 2.26198 0.87029  0.09
H 0.57448 2.94243 -0.73208  0.09
H -0.97653 2.42236 -0.43878  0.09
H 0.85806 -1.18209 0.53294  0.16
H -0.58333 -0.09005 1.16358  0.12
H -1.80115 -1.78195 0.04539  0.07
O -2.17416 -0.53595 4.44057  -0.03
H -2.75838 -1.17922 4.33810  -0.06
H -1.62403 -0.95469 5.18960  0.09

# 8
Molecular formula: C6H14O2
Method: DFT, ωB97M-V/def2-TZVPD

LUMO = 0.60 eV
HOMO-LUMO gap = 9.9294 eV
SMILES string = C=C/C=C/CC.O.O
Energy above the lowest of the compared OMol25 structures with the same formula, charge and spin = 56.1 kcal/mol

Each line ends with the Löwdin charge.
Element x y z (Å)
C 1.85610 1.91931 1.55449  0.01
C 0.70500 1.67140 0.95445  -0.21
C 0.52745 0.50932 0.00009  -0.12
C -0.06040 0.77616 -1.16656  -0.11
C -0.23487 -0.09366 -2.36904  -0.24
C 0.34855 -1.49287 -2.19401  -0.11
H 1.92477 2.59986 2.40406  0.06
H 2.69900 1.25456 1.54310  0.06
H -0.16110 2.31235 0.88439  0.08
H 0.97349 -0.39414 0.39509  0.10
H -0.28219 1.82078 -1.32024  0.11
H -1.26858 -0.19666 -2.70320  0.11
H 0.26144 0.41910 -3.18686  0.11
H 1.43900 -1.56811 -2.14666  0.08
H 0.10042 -2.05713 -3.09331  0.07
H -0.00347 -1.92883 -1.29804  0.04
O -1.23959 -3.65273 1.67236  -0.06
H -1.63907 -2.94603 2.19363  0.03
H -0.55303 -3.15153 1.20479  0.02
O -2.08690 1.28749 2.49715  -0.06
H -1.59527 0.75410 1.85586  0.01
H -1.71075 2.15726 2.31846  0.02

# 9
Molecular formula: C6H14O2
Method: DFT, ωB97M-V/def2-TZVPD

LUMO = 0.84 eV
HOMO-LUMO gap = 9.8905 eV
SMILES string = C=C(C)CCCO.O
Energy above the lowest of the compared OMol25 structures with the same formula, charge and spin = 49.2 kcal/mol

Each line ends with the Löwdin charge.
Element x y z (Å)
C -1.99982 -0.90796 0.95173  0.04
C -1.18514 0.14114 1.07071  -0.37
C -1.75965 1.53545 1.24388  -0.06
C 0.31270 -0.00431 1.02262  -0.17
C 0.92709 0.99959 0.04081  -0.19
C 0.35733 0.81693 -1.33609  -0.23
O 0.80410 -0.44825 -1.91613  -0.13
H -1.55229 -1.87769 1.10714  0.06
H -3.05571 -0.96275 0.68113  0.07
H -1.08933 2.32152 1.53929  0.07
H -2.29540 1.86440 0.38337  0.07
H -2.47552 1.55887 2.06914  0.08
H 0.70906 -0.03677 2.03582  0.12
H 0.56963 -0.99181 0.62360  0.10
H 1.01043 2.04626 0.41775  0.12
H 2.02514 0.89884 -0.00771  0.12
H 0.66327 1.42372 -2.18984  0.12
H -0.73372 0.71589 -1.41718  0.11
H 1.00035 -1.10826 -1.21308  0.04
O 2.58391 -2.52816 -1.33084  -0.06
H 2.43724 -3.43130 -1.63625  0.05
H 2.74633 -2.02535 -2.13984  0.04

# 10
Molecular formula: C6H14O2
Method: DFT, ωB97M-V/def2-TZVPD

LUMO = -2.70 eV
HOMO-LUMO gap = 4.9195 eV
Energy above the lowest of the compared OMol25 structures with the same formula, charge and spin = 125.3 kcal/mol

Each line ends with the Löwdin charge.
Element x y z (Å)
C -2.66611 -0.84203 -0.59208  -0.04
C -1.78322 0.10548 0.23505  -0.27
C -2.43870 0.97330 1.07721  0.18
C 0.41007 1.18456 0.51930  -0.02
C -0.37908 0.02886 0.04705  -0.13
C 0.27935 -0.82372 -0.95735  -0.01
H -2.49534 -0.60066 -1.64073  0.08
H -3.69560 -0.77499 -0.26203  0.07
H -2.34543 -1.86395 -0.37416  0.10
H -2.13696 1.39920 2.01811  0.09
H -3.45799 1.02341 0.71773  0.08
H 0.63488 1.89510 -0.28692  0.14
H -0.04429 1.83172 1.27303  0.09
H 1.29051 -0.42463 -1.10300  0.07
H -0.30222 -0.87667 -1.87248  0.10
H 0.52110 -1.84330 -0.64263  0.13
H 3.89044 -0.80714 -1.16851  -0.03
H 1.38461 0.77660 0.81236  0.05
O 3.13282 -1.12768 -0.70526  -0.26
H 3.79464 0.58657 1.72034  -0.05
H 3.22418 -0.42666 0.19780  -0.04
O 3.18236 0.60661 0.98716  -0.34

# 11
Molecular formula: C6H14O2
Method: DFT, ωB97M-V/def2-TZVPD

LUMO = 0.56 eV
HOMO-LUMO gap = 9.6309 eV
SMILES string = C=CC(=C)CC.O.O
Energy above the lowest of the compared OMol25 structures with the same formula, charge and spin = 59.4 kcal/mol

Each line ends with the Löwdin charge.
Element x y z (Å)
C 1.35833 -1.48034 -0.78415  0.02
C 0.44649 -1.46756 0.17390  -0.16
C -0.05250 -0.22955 0.86310  -0.33
C 0.48136 -0.07750 2.07255  0.02
C -1.08197 0.64417 0.22632  -0.24
C -2.26982 -0.15377 -0.27065  -0.10
H 1.79857 -2.40391 -1.14106  0.06
H 1.68528 -0.60841 -1.30623  0.05
H 0.14907 -2.44015 0.55451  0.11
H 1.21091 -0.80848 2.39528  0.07
H 0.18027 0.59023 2.87038  0.07
H -1.36368 1.48006 0.88919  0.12
H -0.61036 1.33807 -0.45604  0.08
H -2.95306 0.41346 -0.90464  0.07
H -2.90933 -0.39656 0.57976  0.08
H -1.94413 -1.08524 -0.71850  0.07
O 2.91786 1.20121 1.48187  -0.07
H 2.61410 1.02068 0.58219  0.03
H 2.18081 1.73297 1.80293  0.02
O -0.39899 0.92195 -2.62553  -0.05
H -1.13461 1.47581 -2.90316  0.05
H -0.30459 0.33286 -3.38204  0.05

Computed calculated total energy (Eh) in order:
-312.23138 -312.20736 -312.06753 -387.28989 -387.38197 -387.49079 -387.39265 -387.41814 -387.42910 -387.30782 -387.41287